The following is a quantum chemistry calculation of C12H26ClN3OTlV as an isolated structure at a distorted geometry, from the Open Molecules 2025 dataset.

Geometry (Å):
N -1.82812 -0.71482 1.17440
C -2.92360 -0.82160 1.66109
O -4.00852 -0.90228 2.19643
Tl -2.48215 1.87830 2.93559
V 0.00308 -0.02916 1.13621
N 0.24433 1.70155 0.31758
N 0.80941 -1.45816 0.20916
C -0.36706 2.49047 -0.76343
C 0.19065 -2.43186 -0.70548
C -0.08114 4.00165 -0.62971
C 0.17817 2.04078 -2.12766
C -1.88052 2.30452 -0.74809
C -0.50313 -3.50504 0.13177
C 1.20780 -3.10420 -1.63028
C -0.84140 -1.72034 -1.57261
H -0.40275 4.38026 0.34947
H -0.64040 4.57543 -1.38714
H 0.97755 4.25814 -0.77345
H 1.27015 2.13174 -2.18433
H -0.24914 2.64300 -2.94440
H -0.09052 0.99475 -2.32503
H -2.15837 1.24424 -0.80054
H -2.32663 2.81070 -1.62036
H -2.32687 2.74879 0.15197
H 0.20465 -3.98028 0.82198
H -0.92663 -4.28138 -0.51643
H -1.31713 -3.06865 0.71888
H 1.92431 -3.74686 -1.10082
H 1.76566 -2.36632 -2.22231
H 0.68759 -3.75330 -2.34762
H -1.36518 -2.45770 -2.19591
H -0.34324 -1.00386 -2.23727
H -1.58281 -1.19767 -0.96164
C 1.63293 2.04822 0.61057
H 2.07524 1.34291 1.33200
H 2.26416 2.06570 -0.29753
H 1.73198 3.05996 1.04666
C 2.16952 -1.74841 0.63864
H 2.51063 -1.04652 1.41232
H 2.25191 -2.77136 1.03567
H 2.87874 -1.68894 -0.20143
Cl 0.82136 1.15957 4.04419
C 0.31043 -0.33540 3.21725
H 1.11847 -1.06774 3.38580
H -0.58344 -0.67884 3.76584

Forces on atoms 1 to 3 (eV/Å):
2.0228 1.5017 0.1533
-3.9171 -0.6134 2.0585
3.8516 0.4261 -1.9836

Output
LUMO (spin up / spin down): -9.31 / -9.29 eV
charge: +2
gap between HOMO and LUMO (spin up / spin down): 6.48 / 6.49 eV
DFT total energy: -62269.61183 eV
HOMO (spin up / spin down): -0.5800 / -0.5800 Eh

List of Löwdin charges in e, atom by atom:
1. N 0.013
2. C -0.463
3. O 0.126
4. Tl 1.108
5. V 0.909
6. N -0.148
7. N -0.121
8. C -0.633
9. C -0.627
10. C -0.026
11. C -0.014
12. C -0.051
13. C -0.015
14. C -0.031
15. C -0.035
16. H 0.095
17. H 0.113
18. H 0.097
19. H 0.091
20. H 0.114
21. H 0.065
22. H 0.071
23. H 0.117
24. H 0.033
25. H 0.097
26. H 0.113
27. H 0.066
28. H 0.097
29. H 0.102
30. H 0.111
31. H 0.115
32. H 0.077
33. H 0.045
34. C -0.111
35. H 0.062
36. H 0.111
37. H 0.116
38. C -0.080
39. H 0.080
40. H 0.119
41. H 0.113
42. Cl 0.535
43. C -0.623
44. H 0.040
45. H 0.028